Below is a structure of composition C21H18MnN6O3S2, with properties calculated with ωB97M-V/def2-TZVPD.

As for the spin multiplicity: 5. The calculation puts the maximum force at 0.0596 Eh/bohr. Its highest occupied orbital energy (spin up / spin down) is -10.650 / -10.728 eV. The LUMO energy (spin up / spin down) is -3.7 / -3.4 eV. As for the charge: +1. The molar mass comes out at 521.49 g/mol. The HOMO-LUMO gap (spin up / spin down) comes out at 6.947 / 7.344 eV. The calculation puts the energy relative to the best compared isomer or geometry (same formula, charge and spin) at 0.000 eV.

Geometry as XYZ:
```
51
Properties=species:S:1:pos:R:3:lowdin_spin:R:1
Mn 0.2744 -0.4094 -0.2308 3.75
C -4.6950 -3.3467 -1.6368 0.00
O -3.6328 -2.4294 -1.3382 0.00
C -3.6948 -1.8374 -0.1031 0.00
C -4.8160 -1.8438 0.6829 0.00
C -4.8615 -1.0833 1.8375 0.01
C -3.7907 -0.2768 2.1085 0.00
C -2.6165 -0.2727 1.3737 0.01
C -1.4865 0.4920 1.9243 0.02
N -0.2985 0.4074 1.5030 -0.05
N 0.7900 1.0168 2.1897 -0.01
C 1.8777 0.5631 1.6579 0.01
O 1.9004 -0.3660 0.7297 0.05
C 3.2004 1.0985 2.0485 0.00
C 3.5094 1.5086 3.3685 0.00
C 4.8130 1.8119 3.7012 0.00
C 5.8568 1.8302 2.7609 0.00
C 5.5444 1.4083 1.4584 0.00
C 4.2625 1.0366 1.1310 0.00
C -2.5608 -1.0271 0.2285 0.01
O -1.4507 -0.9173 -0.5779 0.09
H -4.6853 -3.5774 -2.7128 0.00
H -5.6415 -2.7858 -1.4896 0.00
H -4.6881 -4.2841 -1.0181 0.00
H -5.6345 -2.5416 0.6007 0.00
H -5.5636 -1.1228 2.5871 0.00
H -3.9477 0.5105 2.8241 0.00
H -1.7104 1.1172 2.7778 0.00
H 2.7313 1.7350 4.0749 0.00
H 4.9550 2.2955 4.7239 0.00
H 6.8818 2.1961 2.9834 0.00
H 6.3097 1.4125 0.6575 0.00
H 4.1926 0.7009 0.0906 0.00
N -0.4082 3.3676 0.0318 0.00
C -0.2848 2.7208 -1.1088 0.01
N 0.2753 1.5210 -1.3454 0.05
C 0.1787 1.1490 -2.6909 0.00
C -0.5379 2.0581 -3.4508 0.00
S -0.9293 3.5336 -2.6121 0.01
C 0.7313 -0.1364 -3.0946 0.00
C 1.0990 -0.5616 -4.3393 0.00
S 1.6644 -2.2009 -4.2176 0.00
C 1.2828 -2.2306 -2.5482 0.01
N 0.9050 -1.0819 -2.0520 0.00
N 1.5563 -3.3282 -1.7554 0.01
H 0.1248 3.0762 0.8227 0.00
H -0.8373 4.2594 0.0049 0.00
H -0.8497 2.0105 -4.4504 0.00
H 1.0475 0.0003 -5.2625 0.00
H 2.2082 -4.0276 -2.0857 0.00
H 1.4491 -3.1490 -0.7629 0.00
```

---

Below is a cluster of 4 separate species, C21H18N3O10 in total, with properties calculated with ωB97M-V/def2-TZVPD.

As for the spin multiplicity: 1. The calculation puts the maximum force at 0.1576 Eh/bohr. Its highest occupied orbital energy is -4.503 eV. The LUMO energy is 1.4 eV. As for the charge: -1. The molar mass comes out at 472.39 g/mol. The HOMO-LUMO gap comes out at 5.869 eV.

Geometry as XYZ:
```
52
Properties=species:S:1:pos:R:3:mulliken_charge:R:1
O 0.5267 2.7550 -0.1411 -0.70
C -0.7830 2.4361 -0.2039 0.55
O -1.7873 3.2678 -0.9121 -0.80
C -1.2596 1.0327 0.5163 -0.02
C -0.4061 -0.2544 -0.1026 0.54
O 0.3198 -1.0654 0.6831 -0.63
O -0.5170 -0.4141 -1.5904 -0.44
H -1.2188 1.0444 1.6857 -0.04
H -2.3837 0.8557 0.1660 0.25
H 0.4073 -0.1884 -1.9106 0.31
C 2.7499 3.3535 -6.6069 -0.37
C 3.5489 2.3028 -6.1534 -0.43
C 3.1237 1.5108 -5.0850 -0.28
C 1.8888 1.7784 -4.4783 0.01
C 1.0881 2.8374 -4.9265 -0.24
C 1.5253 3.6243 -5.9940 -0.53
N 1.4246 0.9336 -3.3713 1.07
O 2.1701 0.0185 -2.9913 -0.66
O 0.3126 1.1811 -2.8831 -0.51
H 3.0831 3.9647 -7.4439 0.35
H 4.5027 2.0989 -6.6353 0.35
H 3.7579 0.6957 -4.7435 0.41
H 0.1298 3.0593 -4.4616 0.47
H 0.9096 4.4468 -6.3512 0.36
C 1.8521 2.8193 6.0507 -0.35
C 0.8166 2.1784 6.7327 -0.40
C -0.4211 1.9949 6.1131 -0.40
C -0.6103 2.4553 4.8028 0.08
C 0.4251 3.1060 4.1187 -0.22
C 1.6576 3.2862 4.7497 -0.52
N -1.9010 2.2428 4.1369 1.01
O -2.7980 1.6800 4.7821 -0.62
O -2.0185 2.6343 2.9669 -0.56
H 2.8172 2.9551 6.5359 0.35
H 0.9754 1.8186 7.7470 0.35
H -1.2180 1.4934 6.6580 0.42
H 0.2905 3.4727 3.1032 0.47
H 2.4686 3.7874 4.2259 0.38
C -1.5833 -3.7840 -0.6807 -0.26
C -0.8537 -4.1452 0.4530 -0.37
C -1.0250 -5.4085 1.0225 -0.36
C -1.9306 -6.3079 0.4430 -0.03
C -2.6700 -5.9451 -0.6906 -0.25
C -2.4922 -4.6780 -1.2494 -0.59
N -2.0964 -7.6465 1.0219 0.95
O -1.4383 -7.9229 2.0359 -0.59
O -2.8815 -8.4248 0.4614 -0.60
H -1.4422 -2.8000 -1.1244 0.43
H -0.1483 -3.4425 0.8914 0.45
H -0.4488 -5.6748 1.9059 0.41
H -3.3798 -6.6315 -1.1476 0.41
H -3.0593 -4.3880 -2.1312 0.37
```

---

Below is a structure of composition C21H18N3O9Pt, with properties calculated with ωB97M-V/def2-TZVPD.

As for the spin multiplicity: 1. The calculation puts the maximum force at 0.0189 Eh/bohr. Its highest occupied orbital energy (spin up / spin down) is -5.524 / -5.524 eV. The LUMO energy (spin up / spin down) is 1.8 / 1.8 eV. As for the charge: -1. The molar mass comes out at 651.47 g/mol. The HOMO-LUMO gap (spin up / spin down) comes out at 7.292 / 7.292 eV. The calculation puts the energy relative to the best compared isomer or geometry (same formula, charge and spin) at 1.883 eV.

Geometry as XYZ:
```
52
Properties=species:S:1:pos:R:3:mulliken_charge:R:1
Pt -0.4078 0.1076 -0.1916 1.49
O 1.7702 -3.5626 -0.7843 -0.75
C 0.8613 -2.7452 -0.7510 0.17
O 0.9953 -1.5022 -0.4746 -0.75
C -0.5343 -3.2036 -1.1506 0.59
C -0.7620 -4.5575 -1.1439 -0.69
C -1.9966 -5.0862 -1.5086 -0.37
C -3.0215 -4.2573 -1.9111 -0.30
C -2.7945 -2.9011 -1.9587 -0.13
C -1.5594 -2.2936 -1.5645 0.62
O -1.4763 -1.0106 -1.5734 -1.13
N -3.9165 -2.0869 -2.4298 0.92
O -3.6891 -1.0479 -3.0124 -0.57
O -5.0445 -2.5230 -2.2364 -0.62
N -2.2123 -6.5220 -1.4906 1.04
O -1.2958 -7.2385 -1.1291 -0.65
O -3.3032 -6.9460 -1.8427 -0.66
H 0.0539 -5.2035 -0.8519 0.58
H -3.9835 -4.6557 -2.1924 0.57
O -0.9396 2.7462 1.9198 -0.66
C -0.5566 1.7097 2.4411 0.41
C -0.2413 1.5667 3.9190 -0.40
C 0.2288 0.1272 4.0741 -0.57
C 0.0987 -0.4606 2.6773 0.39
O 0.3011 -1.6055 2.3739 -0.55
N -0.3356 0.5347 1.7989 -0.11
H -1.1344 1.8083 4.4953 0.31
H 0.5197 2.3073 4.1661 0.18
H -0.3687 -0.4673 4.7633 0.29
H 1.2712 0.0403 4.3795 0.24
C 0.0985 4.1107 -1.4450 -1.91
C 0.4958 2.6550 -1.1682 2.57
C 0.8342 1.9787 -2.5085 -1.96
C -0.6692 1.9140 -0.5310 -1.16
C 1.6688 2.5738 -0.1729 0.27
C 2.6887 1.6406 -0.3361 0.22
C 3.7102 1.5355 0.5974 -0.87
C 3.7335 2.3659 1.7073 -0.46
C 2.7208 3.3001 1.8785 -0.69
C 1.6974 3.4000 0.9479 -0.44
H -0.6872 4.1418 -2.2022 0.49
H 0.9574 4.6732 -1.8150 0.38
H -0.2801 4.6049 -0.5507 0.41
H 0.0101 2.1162 -3.2095 0.36
H 1.0052 0.9086 -2.4013 0.33
H 1.7310 2.4352 -2.9332 0.46
H -1.5386 2.5131 -0.2722 0.49
H 2.6720 0.9408 -1.1592 0.26
H 4.4748 0.7819 0.4601 0.39
H 4.5286 2.2798 2.4376 0.39
H 2.7199 3.9512 2.7445 0.45
H 0.9015 4.1079 1.1209 0.12
```